{"formula": "C10H17IN2", "method": "wB97M-V/def2-TZVPD", "species": ["C", "C", "C", "C", "C", "C", "C", "C", "C", "C", "N", "N", "I", "H", "H", "H", "H", "H", "H", "H", "H", "H", "H", "H", "H", "H", "H", "H", "H", "H"], "coordinates": [[-1.2572, -2.1799, -0.5855], [-0.3061, -2.1741, 0.4099], [-1.3678, -0.8268, -0.9521], [0.1213, -3.3865, 1.1913], [-2.3841, -0.0440, -1.8361], [1.1458, 3.2095, 0.3712], [-0.3628, 1.7855, 2.0131], [2.4484, -0.5866, -1.6049], [0.5134, 1.7877, 0.7868], [-0.1705, 1.1669, -0.3995], [0.2519, -0.9558, 0.5939], [-0.3926, -0.1521, -0.2552], [3.4458, -1.4108, -0.0615], [-1.9057, -3.0636, -0.9544], [-0.7048, -4.1381, 1.0935], [0.9703, -3.7920, 0.7340], [0.2701, -2.9429, 2.2188], [-3.0496, -0.8195, -2.3363], [-3.0689, 0.4219, -1.1885], [-1.7228, 0.5257, -2.4722], [0.2647, 3.8386, -0.0587], [1.6566, 3.7013, 1.2420], [1.8403, 3.2084, -0.3846], [-0.7992, 2.7881, 2.4106], [-1.1883, 1.0792, 1.7959], [0.2512, 1.3808, 2.6896], [1.7685, -1.3033, -2.0615], [2.9478, 0.1195, -2.2162], [1.3275, 1.0421, 1.0361], [-0.5432, 1.7208, -1.2194]], "total_charge": 0, "e_above_lowest_kcal_mol": 4.2, "homo_lumo_gap_ev": [8.2, 6.7]}